(1)
{
  "formula": "C10H22BrFO6S",
  "method": "the ωB97M-V functional and the def2-TZVPD basis",
  "elements": ["C", "C", "C", "Br", "O", "C", "O", "S", "O", "O", "F", "H", "H", "H", "H", "H", "H", "C", "C", "C", "O", "H", "H", "H", "H", "H", "H", "H", "H", "C", "C", "C", "O", "H", "H", "H", "H", "H", "H", "H", "H"],
  "positions_angstrom": [[1.5460, 2.4056, 1.3414], [0.8105, 1.2769, 0.4028], [0.6344, -0.1986, 1.1702], [-1.2208, -0.9771, 0.8325], [0.9543, -0.1125, 2.6158], [1.3299, -1.4233, 3.1696], [0.4598, -1.9956, 4.0469], [2.9106, -2.3710, 2.8365], [2.7819, -3.8063, 3.4806], [4.0846, -1.5867, 3.5403], [3.2620, -2.6368, 1.1758], [1.4893, 3.4738, 0.8163], [1.1172, 2.5055, 2.4258], [2.7059, 2.1623, 1.4139], [-0.1975, 1.6337, -0.0868], [1.5643, 1.0518, -0.4929], [1.3827, -0.9764, 0.6609], [-3.1050, 5.2533, -0.2460], [-2.0308, 4.5360, -1.0480], [-2.6289, 3.4511, -1.9293], [-1.0859, 3.9517, -0.1552], [-3.6291, 4.5568, 0.4180], [-2.6586, 6.0230, 0.3928], [-3.8391, 5.7273, -0.9049], [-1.4909, 5.2589, -1.6693], [-3.1361, 2.6906, -1.3251], [-1.8430, 2.9351, -2.4913], [-3.3488, 3.8710, -2.6386], [-1.5564, 3.3084, 0.4006], [1.3567, -4.7068, -0.8057], [0.1221, -3.8743, -1.1131], [-0.5729, -4.3591, -2.3754], [0.5012, -2.5101, -1.2768], [2.0883, -4.6377, -1.6185], [1.8535, -4.3388, 0.0985], [1.0962, -5.7595, -0.6586], [-0.5736, -3.9219, -0.2684], [0.0903, -4.2776, -3.2439], [-1.4525, -3.7430, -2.5911], [-0.8912, -5.4013, -2.2753], [1.1192, -2.4582, -2.0248]],
  "e_lumo_ev": -2.3,
  "homo_energy_ev": -10.47,
  "e_tot_ha": -3917.494611,
  "orbital_gap_ev": 8.20
}

(2)
{
  "formula": "C2H9O",
  "method": "the ωB97M-V functional and the def2-TZVPD basis",
  "elements": ["O", "H", "H", "H", "C", "C", "H", "H", "H", "H", "H", "H"],
  "positions_angstrom": [[1.3407, 0.1062, -1.9614], [1.5530, -0.7412, -2.3673], [0.2126, -0.0805, -0.4749], [0.8886, 0.6325, -2.6134], [0.1571, -0.2491, 0.7077], [-1.2869, 0.2104, 1.0187], [0.6964, -0.0564, 1.6547], [0.4058, -1.3167, 0.6803], [0.9148, 0.4141, 0.1210], [-1.7135, -0.4586, 1.7564], [-1.9045, 0.2907, 0.1245], [-1.2641, 1.2486, 1.3537]],
  "e_lumo_ev": -4.1,
  "total_charge": 1,
  "homo_energy_ev": -17.33,
  "de_lowest_kj_mol": 51.0,
  "e_tot_ha": -156.466765,
  "orbital_gap_ev": 13.27
}

(3)
{
  "formula": "C6H16CoN3O",
  "method": "the ωB97M-V functional and the def2-TZVPD basis",
  "elements": ["Co", "N", "C", "C", "C", "N", "H", "H", "H", "H", "H", "H", "H", "H", "H", "H", "N", "C", "O", "C", "C", "H", "H", "H", "H", "H", "H"],
  "positions_angstrom": [[-0.1213, -0.1614, -0.6686], [1.9364, -0.1808, -0.7274], [2.6118, 0.8674, 0.1216], [2.1437, 2.2690, -0.2139], [0.7333, 2.6090, 0.2196], [-0.2911, 1.8859, -0.6122], [2.2945, -1.0937, -0.4460], [2.2746, -0.0755, -1.6857], [3.6876, 0.7775, -0.0200], [2.3959, 0.6187, 1.1619], [2.2697, 2.4668, -1.2849], [2.8231, 2.9674, 0.2784], [0.5494, 3.6792, 0.1405], [0.5593, 2.3225, 1.2580], [-0.2850, 2.2970, -1.5458], [-1.2206, 2.0927, -0.2479], [-3.7858, -1.4693, 0.5521], [-2.4951, -1.4240, 0.3503], [-1.9623, -0.3592, -0.0967], [-1.6400, -2.6196, 0.7039], [-0.3638, -2.6667, -0.0594], [-4.3554, -0.6559, 0.3593], [-4.2383, -2.2959, 0.9144], [-2.2037, -3.5469, 0.5362], [-1.4503, -2.5710, 1.7802], [-0.3927, -2.6420, -1.1511], [0.5263, -3.0914, 0.3833]],
  "spin_multiplicity": 5,
  "e_lumo_ev": [-6.7, -9.2],
  "total_charge": 2,
  "homo_energy_ev": [-16.62, -18.65],
  "s_squared": 6.0086,
  "de_lowest_kj_mol": 21.5,
  "e_tot_ha": -1859.903874,
  "orbital_gap_ev": [9.94, 9.50]
}

(4)
{
  "formula": "C28H65BCl2N2O5SSi6",
  "method": "the ωB97M-V functional and the def2-TZVPD basis",
  "elements": ["C", "C", "Cl", "C", "Cl", "C", "C", "C", "C", "N", "S", "N", "C", "C", "C", "B", "O", "O", "H", "H", "H", "H", "H", "H", "H", "H", "H", "H", "H", "O", "Si", "C", "C", "C", "Si", "C", "C", "C", "H", "H", "H", "H", "H", "H", "H", "H", "H", "H", "H", "H", "H", "H", "H", "H", "H", "H", "O", "Si", "C", "C", "C", "Si", "C", "C", "C", "H", "H", "H", "H", "H", "H", "H", "H", "H", "H", "H", "H", "H", "H", "H", "H", "H", "H", "O", "Si", "C", "C", "C", "Si", "C", "C", "C", "H", "H", "H", "H", "H", "H", "H", "H", "H", "H", "H", "H", "H", "H", "H", "H", "H", "H"],
  "positions_angstrom": [[-7.8442, 0.1807, 14.3473], [-7.1516, 0.2211, 12.9959], [-8.4100, -0.0991, 11.7464], [-5.9445, -0.7295, 12.8345], [-6.0709, -2.1341, 13.9327], [-5.6851, -1.1476, 11.3970], [-6.0306, -2.4665, 10.9492], [-5.8576, -2.8744, 9.6736], [-5.3175, -1.9481, 8.7502], [-5.0849, -2.1418, 7.4493], [-4.4784, -0.7669, 6.8851], [-4.4821, 0.1271, 8.2195], [-4.9700, -0.6429, 9.1959], [-5.1538, -0.2313, 10.5494], [-4.7714, 1.1862, 10.8555], [-3.3378, 1.5833, 10.3038], [-3.0671, 2.8833, 9.9223], [-2.3251, 0.6538, 10.3196], [-7.1290, 0.2020, 15.1655], [-8.4797, -0.6965, 14.4119], [-8.4970, 1.0490, 14.4237], [-6.8116, 1.2322, 12.7894], [-5.0626, -0.1894, 13.1733], [-6.4571, -3.1589, 11.6551], [-6.1402, -3.8699, 9.3670], [-5.5400, 1.8513, 10.4542], [-4.7514, 1.3839, 11.9322], [-3.6123, 3.1874, 9.1918], [-1.8907, 0.6305, 9.4614], [-1.0731, -0.4460, 1.8155], [-0.0229, 0.4207, 0.8912], [1.7072, 0.3042, 1.5916], [-0.5356, 2.2182, 0.8388], [-0.0204, -0.2642, -0.8417], [-1.6581, -0.5255, 3.3510], [-2.8873, -1.9197, 3.4809], [-2.5069, 1.0821, 3.7965], [-0.2665, -0.8303, 4.5621], [1.7734, 0.7841, 2.5703], [2.4201, 0.7978, 0.9271], [2.0157, -0.7372, 1.7061], [-1.5693, 2.3219, 0.5022], [0.1032, 2.7745, 0.1496], [-0.4536, 2.6845, 1.8228], [-1.0106, -0.2033, -1.2973], [0.2943, -1.3100, -0.8511], [0.6757, 0.3069, -1.4610], [-3.7311, -1.7720, 2.8041], [-3.2717, -1.9727, 4.5013], [-2.4256, -2.8797, 3.2427], [-1.7968, 1.9111, 3.8291], [-2.9768, 1.0050, 4.7794], [-3.2819, 1.3314, 3.0686], [0.4291, 0.0110, 4.5907], [0.2983, -1.7253, 4.2933], [-0.6655, -0.9710, 5.5694], [4.8864, -1.0051, -4.5320], [5.7229, -2.3176, -5.0678], [4.6114, -3.4168, -6.0933], [6.3803, -3.3005, -3.6190], [7.1521, -1.7441, -6.1173], [3.5762, -0.6061, -3.6225], [3.3915, 1.2502, -3.5817], [3.7903, -1.2318, -1.8726], [2.0189, -1.3562, -4.3356], [3.8131, -3.8514, -5.4878], [5.1863, -4.2367, -6.5293], [4.1487, -2.8542, -6.9067], [6.9748, -2.6702, -2.9544], [7.0153, -4.1160, -3.9716], [5.5687, -3.7362, -3.0326], [7.8321, -1.1067, -5.5488], [6.8044, -1.1782, -6.9840], [7.7164, -2.6066, -6.4780], [4.2689, 1.7271, -3.1402], [2.5190, 1.5222, -2.9831], [3.2535, 1.6598, -4.5844], [3.8032, -2.3234, -1.8409], [2.9672, -0.8876, -1.2422], [4.7254, -0.8716, -1.4380], [2.0428, -2.4468, -4.2803], [1.8859, -1.0751, -5.3803], [1.1457, -1.0111, -3.7766], [2.2048, 1.0411, -9.9426], [2.8679, 1.5727, -8.5331], [1.5708, 2.4282, -7.4907], [4.2550, 2.7775, -8.8813], [3.5459, 0.1202, -7.5847], [1.4361, 1.6035, -11.2849], [1.0351, 0.1704, -12.4064], [2.5340, 2.8096, -12.1998], [-0.1505, 2.4697, -10.8053], [1.2161, 3.3435, -7.9690], [1.9828, 2.6979, -6.5157], [0.7082, 1.7785, -7.3265], [4.9982, 2.3371, -9.5494], [4.7565, 3.0560, -7.9519], [3.8818, 3.6912, -9.3488], [4.3175, -0.4016, -8.1556], [2.7569, -0.5962, -7.3518], [3.9898, 0.4592, -6.6470], [1.9404, -0.3519, -12.7215], [0.5228, 0.5315, -13.3006], [0.3839, -0.5517, -11.9103], [2.7147, 3.7101, -11.6090], [2.0653, 3.1123, -13.1386], [3.5016, 2.3600, -12.4325], [0.0487, 3.3722, -10.2237], [-0.7882, 1.8165, -10.2060], [-0.7073, 2.7620, -11.6981]],
  "e_lumo_ev": -0.7,
  "homo_energy_ev": -9.01,
  "e_tot_ha": -4672.600482,
  "orbital_gap_ev": 8.35
}